# 1
{"formula": "Li2N2O14S2Sr2", "method": "ωB97M-V/def2-TZVPD", "lumo_energy_ha": -0.10727, "e_tot_ev": -55398.3052, "orbital_gap_ev": 5.309, "species": ["Sr", "Sr", "Li", "Li", "N", "O", "O", "O", "N", "O", "O", "O", "S", "O", "O", "O", "O", "S", "O", "O", "O", "O"], "coordinates": [[-0.179, 0.032, -1.298], [0.760, 3.002, 1.657], [-1.560, -2.239, 0.733], [1.110, -3.067, 3.655], [0.692, -0.878, 1.780], [0.492, -1.255, 2.964], [0.991, 0.281, 1.440], [0.518, -1.638, 0.817], [-0.701, -3.144, -2.418], [0.393, -2.854, -2.878], [-1.066, -2.650, -1.284], [-1.466, -3.972, -2.940], [2.432, 2.564, -1.012], [3.378, 1.491, -0.769], [2.577, 3.140, -2.328], [1.040, 2.120, -0.806], [2.526, 3.516, 0.103], [-2.407, 1.108, 0.550], [-1.642, 2.067, 1.295], [-2.295, 1.390, -0.909], [-1.809, -0.202, 0.643], [-3.782, 1.190, 1.006]], "atomic_forces_ev_per_a": [[-0.08, 0.26, -0.03], [-0.41, -0.90, -2.05], [0.03, 0.83, -1.09], [-0.24, 0.87, -0.44], [-0.12, 1.90, -2.04], [0.70, -0.47, 0.30], [0.04, -0.29, 2.02], [-0.36, -1.90, 0.52], [-1.60, -2.43, 0.01], [0.31, 0.94, -0.10], [0.11, 1.24, 0.66], [0.95, 1.06, 0.30], [2.65, -0.13, -1.86], [-0.15, -0.89, 0.15], [-0.22, 0.31, 0.26], [-3.65, -2.04, 0.35], [0.35, 2.44, 2.51], [-5.20, 2.59, -2.51], [3.54, 2.25, 2.06], [0.74, 0.12, -0.36], [2.10, -4.87, 1.39], [0.50, -0.90, -0.05]]}


# 2
{"formula": "BrO2V", "method": "ωB97M-V/def2-TZVPD", "relative_energy_kj_mol": 8.5, "lumo_energy_ha": -0.10055, "e_tot_ev": -99824.2834, "orbital_gap_ev": 7.482, "species": ["O", "V", "O", "Br"], "coordinates": [[-1.099, -0.970, -0.190], [-0.428, 0.352, -0.050], [-0.366, 0.696, 1.558], [1.893, -0.078, -1.318]], "atomic_forces_ev_per_a": [[-2.09, -3.17, -0.31], [4.33, 3.13, 2.87], [-0.21, -0.59, -3.65], [-2.03, 0.64, 1.10]]}


# 3
{"formula": "C3H37NO17", "method": "ωB97M-V/def2-TZVPD", "relative_energy_kj_mol": 0.0, "lumo_energy_ha": 0.00335, "e_tot_ev": -40013.2727, "orbital_gap_ev": 10.319, "species": ["C", "C", "C", "O", "O", "N", "H", "H", "H", "H", "H", "H", "H", "H", "H", "O", "H", "H", "O", "H", "H", "O", "H", "H", "O", "H", "H", "O", "H", "H", "O", "H", "H", "O", "H", "H", "O", "H", "H", "O", "H", "H", "O", "H", "H", "O", "H", "H", "O", "H", "H", "O", "H", "H", "O", "H", "H", "O"], "coordinates": [[0.212, 0.871, -0.869], [1.576, 1.581, -0.714], [1.478, 3.000, -1.222], [1.121, 3.922, -0.344], [1.695, 3.305, -2.386], [-0.041, -0.054, 0.272], [0.132, 0.300, -1.793], [-0.540, 1.670, -0.931], [2.376, 1.019, -1.286], [1.956, 1.601, 0.364], [0.883, 3.587, 0.568], [-0.981, -0.273, 0.347], [0.246, 0.372, 1.171], [0.379, -1.642, 3.594], [-0.651, -0.563, 3.477], [0.213, -0.685, 3.830], [-0.072, -2.511, -1.486], [0.485, -1.971, -2.799], [-0.358, -2.327, -2.363], [-1.539, -1.319, -2.339], [-2.759, -0.791, -3.123], [-2.347, -0.678, -2.300], [-2.433, 1.673, 0.848], [-2.013, 0.707, 2.062], [-1.881, 1.585, 1.712], [-1.874, -1.959, 2.050], [-2.938, -1.075, 1.383], [-2.264, -1.061, 2.091], [1.762, -2.741, -0.087], [0.685, -1.579, 0.195], [0.811, -2.590, 0.224], [3.905, -1.282, 0.594], [2.578, -0.503, 0.863], [3.039, -1.065, 0.200], [-0.464, 2.521, 1.857], [1.019, 2.131, 2.141], [0.454, 2.904, 1.976], [1.939, -0.373, -3.334], [2.427, -1.123, -2.033], [2.036, -1.281, -2.905], [2.565, 1.067, 3.131], [1.354, 0.128, 3.034], [1.940, 0.715, 2.504], [-4.397, -0.492, -0.105], [-3.288, -1.217, -0.894], [-3.822, -1.263, -0.094], [-2.767, 0.838, -1.304], [-3.238, 2.306, -1.061], [-3.143, 1.452, -0.659], [0.678, -3.000, 1.916], [-0.180, -3.724, 2.875], [0.589, -3.158, 2.851], [1.615, 2.006, -3.426], [2.010, 1.365, -4.849], [1.621, 1.149, -3.974], [-0.831, -3.321, 0.530], [-2.330, -3.445, 0.556], [-1.560, -3.499, 1.147]], "atomic_forces_ev_per_a": [[-0.10, 0.24, 0.95], [1.52, -1.00, 0.41], [0.08, 0.37, 0.29], [0.11, 0.15, -0.77], [-0.21, -0.12, 0.32], [3.15, 0.86, -0.32], [0.25, 0.11, 0.01], [-0.14, -0.25, 0.22], [-0.89, 0.82, 0.52], [-0.83, -0.06, -1.52], [0.07, -0.45, 0.16], [-2.19, -0.41, 0.26], [-0.53, -0.21, -1.02], [0.06, 0.45, 0.25], [-1.40, 0.46, -0.38], [1.18, -1.00, 0.22], [0.56, -0.45, 1.49], [-0.71, -0.31, 0.60], [0.10, 0.62, -2.04], [-0.42, 0.50, 0.08], [-1.04, -0.14, -1.81], [1.50, -0.30, 1.62], [1.17, -0.58, 1.82], [-0.23, -0.65, 0.11], [-1.02, 1.62, -1.56], [-0.20, 0.31, -0.09], [-0.01, -0.13, -0.03], [0.24, -0.24, 0.50], [-1.88, 0.40, 0.75], [-0.21, -0.18, 0.14], [1.80, -0.28, -1.08], [-0.61, 0.25, -0.24], [0.46, -0.34, -0.26], [0.51, 0.18, 0.50], [0.61, 0.21, 0.30], [-0.04, 0.06, 0.23], [-0.77, 0.16, -0.41], [0.17, -0.73, 0.45], [0.00, 0.00, -0.13], [0.01, 0.74, -0.30], [0.43, 0.21, 0.31], [-0.56, -0.25, 0.42], [0.56, -0.16, -0.61], [0.03, 0.06, -0.14], [0.17, 0.23, -0.65], [-0.53, -0.43, 0.77], [0.23, -0.12, -0.43], [-0.05, 0.58, -0.52], [-0.40, -0.22, 0.53], [0.50, 0.36, -1.17], [-0.39, -0.34, 0.30], [0.12, -0.19, 1.27], [0.26, -0.85, -0.66], [-0.39, -0.11, 0.96], [0.22, 0.99, -0.43], [0.37, -0.09, 0.23], [-0.02, -0.20, 0.48], [-0.65, -0.15, -0.85]]}


# 4
{"formula": "C9H14", "method": "ωB97M-V/def2-TZVPD", "s2": 0.76, "relative_energy_kj_mol": 52.0, "lumo_energy_ha": [0.13621, 0.13477], "charge": -1, "e_tot_ev": -9558.2583, "spin_multiplicity": 2, "orbital_gap_ev": [2.710, 7.056], "species": ["C", "C", "C", "C", "C", "C", "C", "H", "H", "H", "H", "H", "H", "H", "H", "C", "C", "H", "H", "H", "H", "H", "H"], "coordinates": [[2.211, -0.110, 0.669], [1.056, -1.969, -0.517], [0.994, -1.010, 0.496], [0.012, -2.909, -0.766], [-1.147, -2.797, 0.019], [-0.155, -0.950, 1.273], [-1.245, -1.855, 1.046], [2.002, -2.138, -1.030], [-0.020, -3.522, -1.663], [2.196, 0.723, -0.030], [3.071, -0.732, 0.400], [-1.908, -3.557, -0.114], [-0.306, -0.184, 2.043], [-2.188, -1.865, 1.609], [2.442, 0.223, 1.718], [-0.846, 3.479, -0.244], [-0.953, 2.196, -1.093], [-1.236, 3.221, 0.740], [0.188, 3.870, -0.176], [-1.528, 4.266, -0.609], [0.119, 1.892, -1.288], [-1.469, 2.318, -2.036], [-1.292, 1.409, -0.446]], "atomic_forces_ev_per_a": [[0.28, -0.64, 0.73], [1.18, 0.25, -0.28], [-0.10, -0.43, -0.21], [-1.32, 0.03, 0.23], [0.86, -0.05, 0.24], [-0.17, 1.01, 0.97], [-0.95, -1.04, -0.79], [0.03, 0.25, 0.02], [0.23, -0.08, 0.14], [-0.05, 0.30, 0.13], [0.07, 0.16, -0.12], [-0.38, 0.18, -0.06], [0.36, -0.11, -0.22], [0.59, 0.31, 0.07], [-0.67, -0.07, -0.85], [-0.67, 0.24, -0.17], [2.64, 0.28, 0.41], [0.39, 0.29, 0.26], [-0.67, -0.14, 0.04], [0.43, -0.08, 0.01], [-1.20, 0.06, -0.28], [-0.24, -0.17, 0.00], [-0.66, -0.58, -0.26]]}


# 5
{"formula": "C6H18BaNO6", "method": "ωB97M-V/def2-TZVPD", "relative_energy_kj_mol": 485.1, "lumo_energy_ha": -0.21326, "charge": 1, "e_tot_ev": -20968.4883, "orbital_gap_ev": 3.131, "species": ["Ba", "N", "O", "O", "O", "C", "C", "O", "H", "H", "H", "H", "H", "H", "C", "C", "O", "H", "H", "H", "H", "H", "H", "C", "C", "O", "H", "H", "H", "H", "H", "H"], "coordinates": [[-1.076, 0.750, 0.650], [-0.108, 6.049, 0.257], [-1.091, 6.563, -0.038], [0.997, 6.506, 0.424], [-0.032, 4.821, 0.371], [-2.173, -1.553, 5.657], [-1.477, -2.530, 4.692], [-1.995, -2.200, 3.344], [-1.994, -0.514, 5.380], [-1.913, -1.857, 6.671], [-3.261, -1.576, 5.607], [-1.739, -3.579, 4.830], [-0.393, -2.634, 4.724], [-2.839, -2.648, 3.251], [1.837, -2.746, -1.475], [0.540, -3.389, -0.946], [-0.602, -2.534, -1.086], [2.748, -3.345, -1.464], [2.207, -1.891, -0.910], [1.725, -2.511, -2.533], [0.727, -3.684, 0.086], [0.321, -4.308, -1.491], [-1.390, -3.056, -1.253], [1.564, 3.215, -4.096], [1.383, 1.730, -3.706], [0.118, 1.681, -3.054], [0.783, 3.532, -4.786], [2.533, 3.390, -4.562], [1.569, 3.904, -3.252], [2.117, 1.467, -2.946], [1.437, 1.102, -4.596], [-0.523, 1.847, -3.749]], "atomic_forces_ev_per_a": [[0.43, 0.52, -0.57], [4.74, -2.98, 0.71], [-5.32, 3.79, -1.37], [2.05, 3.99, 0.27], [-1.70, -5.98, 0.51], [0.33, -0.84, -0.14], [-1.89, -0.12, -0.68], [1.21, 0.24, -0.10], [0.77, -0.01, 0.43], [0.17, 0.69, 0.15], [-0.08, -0.71, -0.22], [-0.51, 0.04, 0.52], [0.08, 1.10, -0.33], [-0.01, -0.07, 0.11], [-0.20, 0.10, -0.57], [1.25, -0.66, -0.15], [0.16, 1.10, 0.49], [-0.47, -0.88, 0.29], [-0.62, 0.45, 0.02], [-0.12, 0.44, 0.07], [-0.44, 0.13, 0.26], [0.21, -0.01, -0.10], [0.12, -0.20, -0.03], [0.84, -0.26, -0.16], [0.33, 2.29, 0.27], [-0.76, -1.17, 0.42], [0.00, -0.05, -0.08], [0.00, -0.16, -0.33], [-0.32, -0.34, 0.28], [0.08, -0.29, -0.27], [-0.02, -0.28, 0.22], [-0.32, 0.13, 0.10]]}


# 6
{"formula": "C2H4N2OS2", "method": "ωB97M-V/def2-TZVPD", "relative_energy_kj_mol": 475.9, "lumo_energy_ha": 0.00344, "smiles": "O/N=C\\S/C=N\\S", "e_tot_ev": -28832.1507, "orbital_gap_ev": 9.379, "species": ["O", "N", "C", "S", "C", "N", "S", "H", "H", "H", "H"], "coordinates": [[-2.069, 0.216, -2.349], [-2.452, 1.000, -1.388], [-1.529, 1.121, -0.474], [0.113, 0.369, -0.596], [-0.186, -0.458, 0.917], [0.657, -0.904, 1.747], [2.430, -0.808, 1.521], [-0.953, 0.125, -2.567], [-1.565, 1.944, 0.385], [-1.324, -0.841, 0.951], [2.566, -0.591, 0.041]], "atomic_forces_ev_per_a": [[2.84, -2.01, -4.41], [2.61, 0.80, 3.31], [-0.49, 2.96, 0.80], [-0.38, 0.72, -0.04], [-1.56, -2.17, 0.15], [1.26, -0.02, -0.38], [-1.71, 0.50, -2.32], [-4.18, 0.46, 1.66], [-0.56, -2.11, -2.01], [2.56, 1.17, 0.63], [-0.38, -0.29, 2.61]]}